1.
A molecular structure, C25H37N4O2RuS4. Source: OMol25; level of theory: the ωB97M-V functional and the def2-TZVPD basis.

```
73
Properties=species:S:1:pos:R:3:forces:R:3
Ru -1.138 0.235 -0.115 -0.4558 0.0543 0.2373
N -1.104 0.718 1.945 0.0533 0.0555 -0.0623
C -1.076 -0.312 3.017 0.0805 0.0506 0.0274
C 0.145 -1.222 2.873 -0.1525 -0.0627 0.0883
C -0.132 -2.654 2.418 -0.0090 -0.0111 -0.0067
C -1.093 -2.798 1.248 0.0094 0.0092 0.0034
N -0.725 -1.978 0.076 0.0337 0.1063 -0.0198
H -0.254 1.271 2.007 0.0284 0.0585 0.0345
H -1.885 1.353 2.102 -0.0070 -0.0192 -0.0006
H -2.014 -0.863 2.976 -0.0048 0.0055 -0.0334
H -1.045 0.205 3.979 -0.0341 0.0083 -0.0080
H 0.678 -1.272 3.825 -0.0126 0.0134 0.0096
H 0.838 -0.761 2.178 0.0005 0.0085 -0.0229
H -0.550 -3.235 3.246 -0.0070 -0.0038 -0.0101
H 0.827 -3.120 2.169 -0.0084 -0.0018 -0.0186
H -2.100 -2.513 1.549 -0.0057 0.0221 0.0343
H -1.138 -3.855 0.965 -0.0004 -0.0004 -0.0420
H -1.373 -2.190 -0.687 0.2433 -0.1854 0.0174
H 0.193 -2.270 -0.250 0.0575 0.1767 0.1365
O -2.894 -2.339 -1.878 -0.0942 0.1725 0.1303
C -3.256 -1.131 -2.534 -0.0668 0.1331 -0.3696
C -2.050 -0.469 -3.134 0.0504 -0.1992 -0.0476
C -2.005 -0.305 -4.510 0.0378 -0.0647 -0.0165
C -0.880 0.224 -5.116 -0.0075 -0.0039 0.0034
C 0.186 0.565 -4.308 -0.0078 -0.0042 0.0279
C 0.061 0.405 -2.940 -0.0062 0.0947 -0.0571
N -1.032 -0.083 -2.339 0.0074 -0.0434 0.1013
H -3.299 -2.278 -0.999 -0.2254 -0.0699 -0.0215
H -3.742 -0.437 -1.845 0.0118 -0.0835 -0.0277
H -3.953 -1.361 -3.344 -0.0107 -0.0133 0.0457
H -2.855 -0.622 -5.098 -0.0068 0.0003 -0.0023
H -0.837 0.352 -6.189 -0.0001 -0.0022 0.0005
H 1.103 0.974 -4.709 -0.0028 0.0058 -0.0040
H 0.840 0.744 -2.278 0.0193 -0.2444 0.0815
O -6.939 3.376 1.791 0.0045 0.0016 0.0116
C -5.974 2.793 1.386 -0.0176 0.0012 -0.0276
S -5.677 1.061 1.670 0.0017 0.0001 -0.0010
C -4.164 0.984 0.795 -0.1061 -0.0080 0.0261
C -3.702 2.123 0.251 -0.0211 -0.0045 -0.0343
S -2.280 2.148 -0.743 0.2844 0.3203 0.0653
S -4.668 3.566 0.458 0.0114 -0.0252 0.0163
S -3.343 -0.523 0.580 0.3868 -0.1753 0.0459
C 4.504 -0.743 2.868 -0.0022 -0.0013 -0.0115
C 3.631 -0.882 1.647 0.0824 0.0941 0.0806
C 3.700 -2.017 0.856 -0.0742 -0.0234 -0.0698
C 2.868 -2.130 -0.256 0.0624 -0.0392 0.0053
C 2.891 -3.366 -1.117 0.0358 -0.0100 0.0074
C 1.997 -1.098 -0.557 0.0690 0.4051 -0.0411
C 1.877 0.079 0.223 0.1119 -0.1861 -0.0950
C 2.734 0.135 1.336 0.0205 -0.0163 -0.0922
N 0.883 1.021 -0.072 -0.3729 -0.2008 -0.2157
C 1.213 2.485 -0.132 0.1786 -0.0224 0.0574
C 2.707 2.824 0.015 0.0440 -0.0365 -0.0187
C 0.499 3.335 0.931 0.0246 -0.1397 0.1568
C 0.864 3.032 -1.528 -0.0271 0.0111 -0.0224
H 5.069 -1.655 3.057 -0.0011 -0.0020 0.0016
H 3.907 -0.524 3.755 -0.0035 0.0059 0.0020
H 5.217 0.075 2.746 0.0003 0.0003 0.0043
H 4.393 -2.813 1.103 0.0005 -0.0062 -0.0073
H 3.879 -3.827 -1.125 0.0023 0.0107 0.0052
H 2.616 -3.134 -2.146 -0.0157 -0.0122 -0.0048
H 2.188 -4.119 -0.746 -0.0061 0.0059 -0.0014
H 1.382 -1.195 -1.440 -0.0402 0.0476 -0.1238
H 2.656 0.946 2.043 -0.0575 0.2625 0.0038
H 3.076 2.751 1.033 0.0257 -0.1264 0.0674
H 2.826 3.868 -0.283 0.0489 -0.0442 -0.0261
H 3.332 2.213 -0.637 0.0140 -0.0543 0.0196
H 0.888 3.098 1.929 -0.0533 -0.0195 -0.0036
H -0.579 3.209 0.916 -0.0545 -0.0359 -0.0279
H 0.702 4.393 0.754 0.0325 0.0039 0.0135
H 1.587 2.655 -2.257 -0.0043 0.0564 -0.0160
H 0.926 4.122 -1.538 0.0089 -0.0120 0.0313
H -0.129 2.757 -1.862 -0.1018 0.0126 0.0099
```
Forces are in eV/Å.

The calculation puts the HOMO energy (spin up / spin down) at -0.25404 / -0.25499 hartree. As for the net charge: 0. The calculation puts the largest force on an atom at 0.52 eV Å⁻¹. The gap between HOMO and LUMO (spin up / spin down) is 7.1 / 6.1 eV. Its multiplicity is 2. Its electronic energy is -82505.828 eV. As for the energy relative to the best compared isomer or geometry (same formula, charge and spin): 0.0 kJ/mol. The lowest unoccupied orbital energy (spin up / spin down) comes out at 0.2 / -0.8 eV.

Listed below, in e, are the Mulliken charges computed for each atom:
1. Ru -0.046
2. N -0.417
3. C -1.028
4. C 0.977
5. C -1.263
6. C -0.843
7. N 0.058
8. H 0.154
9. H 0.468
10. H 0.516
11. H 0.336
12. H 0.625
13. H -1.131
14. H 0.468
15. H 0.384
16. H 0.430
17. H 0.475
18. H 0.588
19. H -0.024
20. O -0.727
21. C -0.544
22. C 0.598
23. C -0.917
24. C -0.559
25. C -1.667
26. C -0.649
27. N 1.347
28. H 0.303
29. H 0.006
30. H 0.434
31. H 0.397
32. H 0.420
33. H 0.502
34. H 0.921
35. O -0.559
36. C 0.602
37. S -0.184
38. C 0.007
39. C 0.277
40. S -0.486
41. S -0.164
42. S -0.709
43. C -1.759
44. C 1.097
45. C -0.882
46. C 0.999
47. C -1.834
48. C -1.310
49. C 0.380
50. C -0.568
51. N 1.853
52. C 1.058
53. C -1.967
54. C -1.922
55. C -1.567
56. H 0.388
57. H 0.349
58. H 0.320
59. H 0.372
60. H 0.496
61. H 0.352
62. H 0.295
63. H 0.685
64. H 0.313
65. H 0.401
66. H 0.515
67. H 0.367
68. H 0.364
69. H 0.115
70. H 0.558
71. H 0.393
72. H 0.558
73. H 0.199

***

2.
A molecular structure, C10H9N2O5Re in a non-equilibrium geometry. Source: OMol25; level of theory: the ωB97M-V functional and the def2-TZVPD basis.

```
27
Properties=species:S:1:pos:R:3:forces:R:3
O -0.145 4.153 -0.115 0.3869 -4.3835 2.9057
C -0.054 3.155 0.485 -1.0877 5.7995 -4.1303
Re 0.300 1.462 1.433 -2.0426 -2.5889 -1.1603
O 2.888 1.933 -0.268 -4.0992 -0.8579 3.0355
C 1.971 1.754 0.433 5.7438 1.1463 -3.1193
C 1.027 0.026 2.643 2.7123 -5.1611 3.9001
O 1.486 -0.791 3.329 -1.9885 3.6668 -2.8916
C -1.890 0.998 1.657 -3.5918 -1.4236 2.5396
O -2.636 0.307 2.347 3.1896 2.3520 -2.4599
C 0.259 2.681 2.932 -0.3472 5.2102 5.5969
O 0.131 3.439 3.811 0.6368 -3.6478 -3.9985
H -2.455 1.688 0.937 0.1274 -0.4674 0.1507
C 0.615 -0.987 -3.640 0.1689 0.0972 0.1062
C 0.270 -1.030 -2.218 1.0672 3.3294 -2.0801
C -0.206 -2.061 -1.418 -0.4494 -2.0810 -0.0615
C -0.401 -1.523 -0.139 -0.0962 1.9404 2.2053
N -0.074 -0.199 -0.175 -0.3344 -1.5868 1.7283
N 0.328 0.056 -1.446 0.3800 -0.9416 -2.2786
C -0.862 -2.320 1.031 0.0538 0.2907 0.1365
H 1.393 -1.714 -3.857 0.0984 -0.4462 -0.1091
H -0.251 -1.237 -4.251 -0.2685 -0.3332 -0.1178
H 0.975 -0.023 -3.981 0.0256 0.2803 0.1699
H -0.365 -3.083 -1.732 -0.0566 -0.0825 0.0384
H 0.657 0.968 -1.769 -0.2428 -0.2542 0.2010
H -1.886 -2.687 0.853 0.2378 0.0318 -0.0213
H -0.217 -3.211 1.152 -0.2072 0.2784 -0.0769
H -0.857 -1.752 1.966 -0.0165 -0.1675 -0.2089
```
Forces are in eV/Å.

The calculation puts the HOMO energy (spin up / spin down) at -0.81096 / -0.80413 hartree. As for the net charge: +3. The calculation puts the largest force on an atom at 7.65 eV Å⁻¹. The gap between HOMO and LUMO (spin up / spin down) is 9.5 / 6.1 eV. Its multiplicity is 4. Its electronic energy is -25828.408 eV. As for the energy relative to the best compared isomer or geometry (same formula, charge and spin): 0.0 kJ/mol. The lowest unoccupied orbital energy (spin up / spin down) comes out at -12.5 / -15.8 eV.

Listed below, in e, are the natural (NBO) charges computed for each atom:
1. O -0.266
2. C 0.550
3. Re 0.136
4. O -0.275
5. C 0.585
6. C 0.555
7. O -0.242
8. C 0.166
9. O -0.113
10. C 0.607
11. O -0.230
12. H 0.303
13. C -0.699
14. C 0.366
15. C 0.042
16. C 0.261
17. N -0.298
18. N -0.316
19. C -0.688
20. H 0.321
21. H 0.325
22. H 0.278
23. H 0.301
24. H 0.463
25. H 0.312
26. H 0.312
27. H 0.242

***

3.
A molecular structure, C35H33Cl5N9O3PV in a non-equilibrium geometry. Source: OMol25; level of theory: the ωB97M-V functional and the def2-TZVPD basis.

```
87
Properties=species:S:1:pos:R:3:forces:R:3
V -0.379 -0.185 0.372 -0.7148 -0.6337 0.0779
Cl -1.528 6.883 1.180 -0.0234 0.0382 -0.0015
C -0.990 5.271 1.057 -0.0115 0.0808 0.0138
C -1.882 4.274 0.654 -0.0632 0.0088 -0.0400
Cl -3.511 4.626 0.275 0.0421 0.0162 0.0146
C -1.413 2.978 0.560 -0.5751 -0.2032 -0.2229
Cl -2.425 1.653 0.043 0.2478 0.3917 0.0830
C -0.103 2.671 0.848 0.3979 -1.6255 -0.2363
O 0.285 1.345 0.702 0.1733 1.7927 0.4693
C 0.786 3.635 1.261 0.4135 0.2972 0.1060
Cl 2.409 3.204 1.622 -0.1719 0.0875 -0.0442
C 0.338 4.952 1.361 0.1230 0.0129 0.0174
Cl 1.428 6.171 1.852 -0.0439 -0.0053 -0.0138
N 1.994 -0.474 -1.332 -0.0147 0.0472 0.0326
P 0.272 0.048 -1.993 0.1580 -0.1692 -0.2562
C 0.491 -1.098 -3.386 0.0412 -0.1585 -0.0750
C 0.528 -0.621 -4.693 0.0440 0.0192 -0.0349
C 0.602 -1.516 -5.754 -0.0055 -0.0043 0.0443
C 0.619 -2.883 -5.520 -0.0058 0.0053 -0.0041
C 0.574 -3.364 -4.217 0.0133 0.0616 -0.0139
C 0.516 -2.474 -3.154 -0.0214 -0.0226 -0.0011
C 0.770 1.761 -2.359 -0.0520 0.0568 0.0046
C -0.067 2.578 -3.120 -0.0223 0.0731 0.0710
C 0.277 3.901 -3.372 0.0392 -0.0018 0.0306
C 1.448 4.434 -2.856 -0.0079 -0.0238 0.0021
C 2.278 3.635 -2.080 -0.0295 -0.0400 0.0145
C 1.945 2.313 -1.832 0.0180 -0.0336 -0.0079
C 2.021 -1.492 -0.476 -0.3044 -0.0762 0.1739
C 3.065 -2.450 -0.406 0.0646 0.1364 -0.0692
C 2.958 -3.499 0.448 -0.0410 -0.2004 0.1562
C 1.817 -3.645 1.282 0.3207 -0.0902 -0.0486
C 0.867 -2.691 1.231 -0.0027 0.5079 -0.3634
N 0.952 -1.613 0.370 0.3693 -0.3602 0.1759
H 2.773 -0.470 -1.982 -0.0344 0.0084 -0.0081
H 0.512 0.444 -4.895 -0.0118 -0.0080 0.0363
H 0.646 -1.138 -6.768 0.0017 -0.0028 0.0135
H 0.674 -3.575 -6.349 0.0008 0.0117 0.0008
H 0.593 -4.429 -4.029 -0.0043 0.0073 -0.0010
H 0.491 -2.870 -2.143 0.0014 0.0245 0.0230
H -1.005 2.208 -3.505 0.1049 0.0691 -0.0032
H -0.384 4.512 -3.972 0.0073 -0.0092 0.0012
H 1.715 5.464 -3.057 -0.0024 -0.0130 0.0100
H 3.191 4.038 -1.662 -0.0061 0.0009 -0.0094
H 2.603 1.726 -1.208 0.0028 -0.0036 -0.0158
H 3.918 -2.334 -1.061 0.0070 -0.0139 0.0136
H 3.747 -4.239 0.483 -0.0224 0.0067 0.0123
H 1.713 -4.483 1.955 0.0328 -0.0004 -0.0124
H -0.007 -2.718 1.864 -0.0374 0.0572 -0.0229
C -4.186 -1.398 4.294 0.1329 0.0164 0.0109
N -2.968 -0.732 3.822 -0.1160 0.0969 0.0784
C -2.330 0.217 4.737 -0.0492 -0.1339 -0.0239
C -2.452 -0.906 2.603 0.1619 -0.0482 -0.1845
N -1.275 -0.488 2.230 -0.1562 -0.1151 -0.1144
N -3.252 -1.586 1.690 -0.0435 0.0831 -0.0120
C -2.972 -1.822 0.364 0.3904 0.0936 0.1206
N -3.923 -2.465 -0.319 -0.1732 -0.1159 -0.0443
N -1.857 -1.438 -0.190 -0.3662 0.0063 -0.0957
H -4.097 -1.535 5.368 -0.0286 0.0155 0.0124
H -4.281 -2.394 3.867 -0.0003 -0.0219 0.0067
H -5.079 -0.805 4.092 -0.0143 0.0144 -0.0283
H -3.075 0.551 5.455 0.0107 -0.0035 0.0095
H -1.975 1.091 4.193 0.0027 0.0285 -0.0079
H -1.503 -0.243 5.281 0.0175 0.0042 0.0122
H -0.735 -0.059 2.972 0.1424 -0.1139 0.0063
H -4.197 -1.778 1.983 0.0160 0.0175 -0.0141
H -4.732 -2.871 0.122 0.0268 0.0094 -0.0064
H -3.781 -2.671 -1.294 -0.0187 0.0065 0.0083
H -1.837 -1.632 -1.188 -0.0077 0.0491 -0.0211
N 6.254 0.567 1.692 -0.0156 -0.0432 -0.0555
C 5.336 0.263 2.310 -0.2388 -0.0134 0.2612
C 4.150 -0.083 3.063 0.3356 0.0704 -0.2394
C 4.199 -0.496 4.386 0.0716 -0.0473 0.1278
C 3.006 -0.811 5.015 0.0068 -0.0098 -0.0117
C 1.828 -0.700 4.294 0.1004 0.0210 -0.0854
N 1.770 -0.295 3.021 -0.1412 -0.0081 0.3113
C 2.919 0.008 2.430 -0.1705 -0.0445 -0.1900
H 5.146 -0.572 4.903 -0.0140 0.0057 -0.0008
H 2.991 -1.142 6.044 -0.0009 0.0106 -0.0132
H 0.885 -0.962 4.765 -0.0012 0.0157 -0.0161
H 2.873 0.338 1.397 -0.0296 0.0226 0.0292
C -3.003 -1.071 -3.852 -0.0842 -0.0596 0.1024
C -2.343 0.232 -3.476 0.3471 -0.5004 -0.2307
O -2.583 1.262 -4.036 -0.1833 0.1426 -0.0203
O -1.485 0.111 -2.436 -0.2983 0.3857 0.2365
H -3.280 -1.056 -4.903 0.0010 0.0321 0.0033
H -3.932 -1.166 -3.279 0.0199 -0.0320 0.0005
H -2.348 -1.922 -3.654 -0.0271 0.0430 -0.0148
```
Forces are in eV/Å.

The calculation puts the HOMO energy (spin up / spin down) at -0.49867 / -0.49927 hartree. As for the net charge: +2. The calculation puts the largest force on an atom at 1.86 eV Å⁻¹. The gap between HOMO and LUMO (spin up / spin down) is 6.7 / 7.4 eV. Its multiplicity is 2. Its electronic energy is -153962.573 eV. As for the energy relative to the best compared isomer or geometry (same formula, charge and spin): 170.1 kJ/mol. The lowest unoccupied orbital energy (spin up / spin down) comes out at -6.8 / -6.2 eV.

Listed below, in e, are the Mulliken charges computed for each atom:
1. V -1.049
2. Cl -0.143
3. C 0.295
4. C 0.149
5. Cl -0.165
6. C 0.760
7. Cl -0.163
8. C -1.370
9. O 0.602
10. C 0.159
11. Cl -0.095
12. C 0.377
13. Cl -0.143
14. N 0.559
15. P 1.636
16. C 1.030
17. C -0.137
18. C -0.819
19. C -0.695
20. C -0.976
21. C -0.359
22. C 0.362
23. C -0.718
24. C -0.936
25. C -0.714
26. C -0.734
27. C -0.789
28. C -0.613
29. C -1.159
30. C -0.783
31. C -0.771
32. C -1.060
33. N 2.851
34. H 0.364
35. H 0.415
36. H 0.474
37. H 0.435
38. H 0.475
39. H 0.288
40. H 0.452
41. H 0.530
42. H 0.456
43. H 0.483
44. H 0.420
45. H 0.595
46. H 0.486
47. H 0.522
48. H 0.261
49. C -1.266
50. N 0.193
51. C -1.144
52. C 0.189
53. N 0.492
54. N 0.021
55. C 0.518
56. N -0.357
57. N 0.325
58. H 0.431
59. H 0.469
60. H 0.349
61. H 0.464
62. H 0.423
63. H 0.309
64. H -0.400
65. H 0.301
66. H 0.209
67. H 0.192
68. H -0.496
69. N -0.494
70. C -0.202
71. C -0.354
72. C -0.387
73. C -0.978
74. C -0.076
75. N 0.423
76. C -0.593
77. H 0.552
78. H 0.465
79. H 0.310
80. H 1.180
81. C -1.146
82. C 0.512
83. O -0.543
84. O 0.205
85. H 0.341
86. H 0.276
87. H 0.246

***

4.
A gas-phase ion, C3H6ClN2OSi (charge -1) in a non-equilibrium geometry. Source: OMol25; level of theory: the ωB97M-V functional and the def2-TZVPD basis.

```
14
Properties=species:S:1:pos:R:3:forces:R:3
C 0.109 1.575 -0.941 1.0447 -0.8561 -1.2262
C -1.193 2.028 -0.767 -1.9692 0.6196 -0.2375
C 0.815 -1.382 0.055 0.5509 -1.0106 1.7629
N -0.369 -0.741 -0.376 -0.8412 2.4905 1.4588
N -2.093 1.284 -0.135 -0.6660 1.3859 0.4693
O -3.261 1.774 0.279 0.4154 -0.0462 -0.4534
Si -1.654 -0.234 0.621 -0.2535 0.0847 -1.4129
Cl -3.284 -1.457 0.135 -0.1484 -0.3519 0.3526
H 0.566 1.639 -2.005 -0.8103 0.0017 1.5532
H -1.730 3.016 -1.032 1.4660 -1.2437 -0.0501
H 1.386 -1.453 -0.869 0.8091 -0.6674 0.3927
H 1.499 -0.956 0.938 -1.3315 -0.2322 -1.7821
H 0.477 -2.391 0.493 0.9821 0.7427 -0.8757
H -1.977 0.297 1.996 0.7519 -0.9172 0.0482
```
Forces are in eV/Å.

The calculation puts the HOMO energy (spin up / spin down) at -0.09845 / -0.11976 hartree. As for the net charge: -1. The calculation puts the largest force on an atom at 3.01 eV Å⁻¹. The gap between HOMO and LUMO (spin up / spin down) is 6.3 / 7.0 eV. Its electronic energy is -28632.838 eV. As for the energy relative to the best compared isomer or geometry (same formula, charge and spin): 377.2 kJ/mol. The lowest unoccupied orbital energy (spin up / spin down) comes out at 3.6 / 3.7 eV.

Listed below, in e, are the natural (NBO) charges computed for each atom:
1. C -0.226
2. C -0.141
3. C -0.408
4. N -1.018
5. N -0.339
6. O -0.656
7. Si 1.590
8. Cl -0.457
9. H 0.144
10. H 0.216
11. H 0.180
12. H 0.140
13. H 0.159
14. H -0.185